{
  "formula": "C3H7PS",
  "method": "ωB97M-V/def2-TZVPD",
  "e_tot_ha": -857.936547,
  "e_lumo_ha": 0.0131,
  "multiplicity": 1,
  "relative_energy_kcal_mol": 53.65,
  "max_force_ev_per_a": 4.034,
  "gap_ev": 8.88,
  "species": ["H", "H", "H", "H", "S", "H", "H", "H", "C", "P", "C", "C"],
  "positions_angstrom": [[-0.007799, -1.517328, 0.735279], [-0.692197, -0.322699, -0.327401], [1.678566, 1.379369, -0.248600], [3.181908, 0.444280, 0.431825], [1.575738, -0.783177, -0.993427], [3.140974, 1.153490, -1.048591], [-3.567724, -0.228977, 1.419437], [0.503886, 0.173522, 0.725218], [0.169234, -0.627787, 0.172980], [-4.439703, -0.130018, -1.005879], [-4.014217, -0.218780, 0.492796], [2.471332, 0.678106, -0.353640]],
  "forces_ev_per_angstrom": [[0.044, -0.490, 0.445], [-1.520, 0.297, -0.967], [-0.160, 0.835, 1.047], [-0.767, 0.036, 0.869], [0.262, -0.044, -0.005], [0.057, -0.196, -1.102], [0.543, -0.101, 1.826], [0.248, 1.419, 1.956], [1.190, -1.165, -1.269], [0.400, -0.175, 2.093], [-0.924, 0.276, -3.917], [0.628, -0.691, -0.976]]
}